{
  "formula": "F10H10N5Na3O25S10",
  "method": "wB97M-V/def2-TZVPD",
  "total_energy_ev": -207568.4139,
  "multiplicity": 1,
  "lumo_ev": -1.76,
  "charge": -2,
  "gap_ha": 0.120,
  "fmax_ev_per_a": 9.75,
  "species": ["S", "S", "S", "S", "S", "S", "S", "S", "S", "S", "Na", "Na", "Na", "F", "F", "F", "F", "F", "F", "F", "F", "F", "F", "O", "O", "O", "O", "O", "O", "O", "O", "O", "O", "O", "O", "O", "O", "O", "O", "O", "O", "O", "O", "O", "O", "O", "O", "O", "N", "N", "N", "N", "N", "H", "H", "H", "H", "H", "H", "H", "H", "H", "H"],
  "positions_angstrom": [[-5.876, 11.891, 3.525], [-3.306, 9.918, 10.465], [-1.773, 18.404, 5.969], [-2.994, 18.222, 8.013], [0.781, 4.258, 7.384], [-1.141, 3.035, 7.364], [-5.160, 10.758, 1.612], [5.185, 8.735, 17.671], [-1.716, 8.892, 11.869], [6.709, 9.597, 19.280], [-9.521, 8.268, 7.150], [-1.333, 9.413, 4.902], [-6.153, 10.664, 14.104], [-0.613, 19.366, 5.434], [-3.175, 18.959, 9.415], [2.107, 4.563, 6.423], [-4.007, 11.341, 10.353], [-3.776, 10.116, 1.040], [-1.615, 8.571, 13.496], [-1.830, 2.018, 6.283], [-5.043, 12.932, 4.510], [7.011, 10.907, 20.196], [3.700, 9.230, 17.218], [1.469, 3.846, 8.591], [-4.244, 18.556, 7.424], [5.955, 8.639, 16.440], [-4.511, 9.092, 10.186], [-0.381, 9.386, 11.530], [-2.145, 13.073, 16.759], [-1.138, 14.706, 12.728], [-6.802, 12.736, 2.835], [-6.405, 10.909, 4.519], [-5.890, 9.533, 1.906], [0.129, 5.568, 7.356], [-2.324, 10.091, 9.447], [-0.615, 3.837, 16.917], [-2.709, 16.893, 8.621], [-2.166, 4.080, 7.380], [-8.200, 4.876, 8.841], [7.909, 9.551, 18.503], [4.863, 7.543, 18.418], [-2.010, 7.562, 11.313], [-5.566, 11.503, 0.465], [6.442, 8.675, 20.357], [-2.831, 18.668, 4.979], [-1.140, 17.073, 5.900], [-1.063, 2.226, 8.609], [5.440, 7.737, 10.377], [5.511, 10.189, 18.466], [0.228, 3.209, 6.422], [-2.793, 9.986, 12.090], [-4.485, 11.461, 2.729], [-1.780, 19.125, 7.539], [-1.716, 14.901, 11.990], [-0.196, 4.026, 16.077], [5.244, 8.533, 10.871], [-0.843, 13.809, 12.571], [-2.069, 12.773, 15.854], [-1.890, 13.995, 16.729], [5.828, 8.051, 9.560], [-8.838, 4.444, 9.409], [-1.535, 4.068, 16.784], [-7.424, 4.984, 9.390]],
  "forces_ev_per_a": [[0.77, 1.49, 5.95], [-4.43, 1.27, -1.56], [2.39, -0.06, -3.06], [-0.95, -1.45, 6.59], [7.08, 5.94, 0.68], [-5.16, -3.82, 0.24], [0.65, -6.09, -7.59], [-2.43, 1.07, -2.80], [6.95, -4.54, 2.75], [2.75, 2.67, 3.85], [0.42, -0.05, -0.16], [-0.14, -0.03, 0.18], [0.61, -0.04, -0.26], [0.02, 0.04, 0.20], [0.15, 1.06, 0.74], [-0.67, -0.08, 0.31], [-0.17, 0.68, 1.10], [0.21, -0.07, 0.11], [-0.06, 0.20, -1.10], [0.47, 0.10, 0.57], [-1.08, -1.04, -0.91], [-0.30, 0.32, -0.38], [0.80, -0.27, -0.11], [-1.59, 0.09, -0.96], [-0.50, -1.00, -1.04], [-1.11, -0.18, 1.68], [2.62, 0.82, 1.23], [-2.52, -0.27, 0.58], [-0.39, -0.17, 0.20], [-0.11, 0.04, 0.41], [0.45, -0.88, 0.01], [1.22, 1.89, -2.58], [-0.06, 1.52, 0.39], [0.54, -1.78, 0.35], [0.42, -1.03, 0.47], [-0.03, -0.17, 0.26], [-0.51, 1.92, -2.79], [2.02, -0.96, -0.14], [-0.37, 0.44, -0.26], [0.21, -1.08, 0.11], [0.72, 1.06, -0.48], [-0.85, 2.71, 0.66], [-0.62, 0.49, 0.49], [0.23, -0.20, -1.21], [1.46, -0.32, 2.47], [-1.46, 2.30, 0.66], [0.59, 1.87, -2.97], [0.06, -0.20, -0.01], [-0.84, -3.39, -0.59], [-3.42, -1.25, 1.70], [-2.61, 0.32, -3.89], [-1.56, 2.40, 4.37], [-0.65, -2.50, -3.72], [-0.09, 0.17, -0.32], [0.21, 0.09, -0.23], [-0.11, 0.16, 0.23], [0.19, -0.25, -0.10], [0.23, -0.06, -0.25], [0.15, 0.24, -0.03], [0.06, 0.03, -0.20], [-0.12, -0.24, 0.12], [-0.18, 0.08, -0.04], [0.44, -0.02, 0.07]],
  "nbo_charge": [2.363, 2.360, 2.305, 2.368, 2.366, 2.301, 2.438, 2.360, 2.363, 2.409, 0.999, 0.997, 0.996, -0.512, -0.540, -0.553, -0.517, -0.550, -0.533, -0.527, -0.507, -0.545, -0.518, -0.878, -0.910, -0.900, -0.942, -0.882, -0.946, -0.949, -0.864, -0.927, -0.936, -0.918, -0.879, -0.936, -0.916, -0.895, -0.956, -0.930, -0.889, -0.872, -0.910, -0.919, -0.887, -0.901, -0.875, -0.929, -1.068, -1.020, -1.095, -1.104, -1.007, 0.477, 0.477, 0.470, 0.472, 0.471, 0.475, 0.459, 0.469, 0.459, 0.488]
}

***

{
  "formula": "C5H10O",
  "method": "wB97M-V/def2-TZVPD",
  "e_above_lowest_kcal_mol": 43.44,
  "total_energy_ev": -7392.8816,
  "multiplicity": 1,
  "lumo_ev": 0.89,
  "charge": 0,
  "gap_ha": 0.363,
  "fmax_ev_per_a": 1.87,
  "species": ["O", "C", "C", "C", "C", "C", "H", "H", "H", "H", "H", "H", "H", "H", "H", "H"],
  "positions_angstrom": [[0.394, -1.630, 1.080], [1.148, 0.922, -0.143], [0.887, 1.999, 0.596], [-0.830, -0.994, 0.760], [-0.970, -0.622, -0.715], [0.237, 0.286, -1.163], [-1.905, -0.063, -0.766], [-0.124, 1.055, -1.848], [1.712, 2.546, 1.043], [-0.899, -1.508, -1.342], [-0.955, -0.085, 1.350], [-0.092, 2.403, 0.829], [0.273, -2.567, 0.888], [-1.680, -1.613, 1.053], [1.957, 0.253, 0.146], [0.848, -0.382, -1.767]],
  "forces_ev_per_a": [[-0.06, -0.10, 0.00], [-1.05, -0.81, 0.62], [0.54, 0.19, 0.08], [-0.79, 0.03, -0.29], [1.32, 0.80, 1.05], [-0.56, -0.42, -0.22], [-0.15, -0.31, -0.51], [-0.05, 0.01, 0.06], [-0.07, -0.50, 0.72], [-0.71, -0.03, -0.04], [0.50, -0.03, 0.11], [-0.12, 0.35, -0.99], [0.18, 0.09, 0.04], [-0.06, -0.27, 0.03], [0.81, 0.82, -0.58], [0.27, 0.19, -0.09]],
  "nbo_charge": [-0.721, -0.172, -0.410, -0.067, -0.414, -0.454, 0.208, 0.214, 0.196, 0.201, 0.178, 0.189, 0.467, 0.161, 0.215, 0.208]
}